ORCA calculation (ωB97M-V/def2-TZVPD) on C6H8ClFINO3Y as an isolated structure in a non-equilibrium geometry.

Element x y z (Å)
C 1.873 1.272 0.654
C 1.881 -0.318 0.258
C 0.726 -0.787 -0.799
F 1.111 -2.173 -1.260
N -0.687 -0.802 -0.270
Cl -1.542 -1.993 -1.249
C -1.346 0.523 -0.597
C -2.708 0.849 0.253
O -2.574 1.648 1.348
I -4.723 0.102 -0.158
C -0.847 -1.265 1.158
O -0.620 -0.549 2.265
O -1.334 -2.666 1.387
H 0.894 1.457 1.300
H 2.776 1.578 1.372
H 1.897 2.009 -0.265
H 1.917 -0.943 1.264
H 2.929 -0.539 -0.272
H 0.726 -0.135 -1.799
H -0.645 1.456 -0.529
H -1.679 0.446 -1.741
Y 1.977 0.831 -2.319

As for the total charge: +3. For the calculated total energy, the calculation gives -1408.185263 a.u. The calculation puts the largest force on an atom at 0.2335 hartree/bohr. The lowest unoccupied orbital energy is -16.2 eV.

ORCA calculation (ωB97M-V/def2-TZVPD) on one molecule with the formula C6H8ClNO in a non-equilibrium geometry.

Element x y z (Å)
C -1.186 -1.153 0.075
C -1.146 0.104 0.505
C -0.615 -1.732 -1.157
C -0.558 1.327 -0.163
C 0.821 1.169 -0.685
C 1.930 0.526 0.077
N 0.402 -1.425 -1.782
O 2.698 -0.334 -0.707
Cl 1.218 1.902 -2.154
H -1.727 -1.878 0.669
H -1.650 0.324 1.436
H -1.217 -2.590 -1.509
H -1.213 1.635 -0.984
H -0.567 2.142 0.573
H 1.503 0.004 0.949
H 2.629 1.292 0.444
H 2.067 -0.883 -1.231

As for the total charge: 0. For the calculated total energy, the calculation gives -823.466835 a.u. The calculation puts the largest force on an atom at 0.0195 hartree/bohr. The calculation puts the energy relative to the best compared isomer or geometry (same formula, charge and spin) at 318.6 kJ/mol. The lowest unoccupied orbital energy (spin up / spin down) is 0.2 / -0.8 eV.

ORCA calculation (ωB97M-V/def2-TZVPD) on C6H8ClNO2STi as an isolated structure in a non-equilibrium geometry.

Element x y z (Å)
O 1.630 -0.075 2.103
C 2.034 -0.250 1.035
N 3.465 0.014 0.631
C 3.458 1.138 0.143
S 3.356 2.536 -0.643
O 1.371 -0.586 -0.114
C 0.273 -1.593 0.004
C -0.971 -0.967 -0.603
C -1.211 0.456 -0.048
C -2.692 0.745 0.258
Cl -3.314 1.995 -0.830
H 0.140 -1.942 1.015
H 0.526 -2.455 -0.591
H -0.722 -0.842 -1.655
H -1.824 -1.614 -0.495
H -0.671 0.624 0.878
H -0.838 1.188 -0.755
H -2.789 1.066 1.279
H -3.272 -0.149 0.119
Ti 2.050 0.713 -1.731

As for the total charge: +2. For the calculated total energy, the calculation gives -2145.690617 a.u. The calculation puts the largest force on an atom at 0.0400 hartree/bohr. The lowest unoccupied orbital energy is -10.8 eV.

ORCA calculation (ωB97M-V/def2-TZVPD) on C6H8CsO6 as an isolated structure in a non-equilibrium geometry.

Element x y z (Å)
O -2.298 0.233 -1.825
C -2.660 1.522 -2.188
O -2.179 1.991 -3.235
O -3.342 2.109 -1.324
C -1.336 -0.450 -2.616
H -1.796 -0.747 -3.579
H -0.504 0.224 -2.883
C -0.837 -1.629 -1.867
H -1.477 -2.105 -1.122
H -0.003 -2.196 -2.282
O 1.476 0.981 2.007
C 1.790 0.388 3.153
C 1.075 -0.053 1.003
O 1.900 1.016 4.187
O 1.791 -0.922 3.055
C 1.605 -1.322 1.678
H 1.614 0.209 0.089
H -0.018 -0.011 0.951
H 2.579 -1.638 1.289
H 0.892 -2.151 1.667
Cs 1.726 4.549 3.842

As for the total charge: 0. For the calculated total energy, the calculation gives -704.907515 a.u. As for the spin multiplicity: 2. The calculation puts the largest force on an atom at 0.0467 hartree/bohr. The calculation puts the energy relative to the best compared isomer or geometry (same formula, charge and spin) at 140.1 kJ/mol. The lowest unoccupied orbital energy is -1.8 eV.